Below is the molecule C6H12Si at a distorted geometry, with properties calculated with wB97M-V/def2-TZVPD.

HOMO in eV: -8.00
Orbital gap in Ha: 0.3205
Max |F| in eV/A: 3.060
Energy above the lowest of the compared OMol25 structures with the same formula, charge and spin in eV: 3.380

Geometry as ORCA input:
```
! wB97M-V def2-TZVPD RIJCOSX def2/J DEFGRID3
* xyz 0 1
C -0.8191 -1.7247 0.7613
C -1.4145 -0.4464 0.2296
C 0.5627 -1.4657 1.4454
C -0.7511 -0.1362 -1.0611
C 0.4801 2.7568 -0.5929
C 1.6829 -1.2277 0.8118
Si 0.0818 1.1840 -1.6788
H -1.5278 -2.1100 1.4917
H -0.7677 -2.4536 -0.0852
H -2.5110 -0.4409 0.1336
H -1.2138 0.3365 1.0638
H 0.5933 -1.7460 2.4631
H -0.6390 -1.1507 -1.6757
H -0.2558 3.6354 -0.8283
H 0.3207 2.3700 0.4246
H 1.4926 3.2009 -0.9780
H 1.7205 -0.9707 -0.2195
H 2.6338 -1.0566 1.3596
H 0.3314 1.4457 -3.0649
*
```



Below is a structure of composition C44H51AsN5O5S4SiSr at a distorted geometry, with properties calculated with wB97M-V/def2-TZVPD.

HOMO (spin up / spin down) in eV: -0.71 / -2.77
Orbital gap (spin up / spin down) in Ha: 0.1128 / 0.1885
Max |F| in eV/A: 11.055
Energy above the lowest of the compared OMol25 structures with the same formula, charge and spin in eV: 31.588

Geometry as ORCA input:
```
! wB97M-V def2-TZVPD RIJCOSX def2/J DEFGRID3
* xyz -2 2
Sr 13.2905 15.4430 11.5628
C 13.2791 14.1672 16.4763
N 14.3470 14.4348 15.6187
C 15.6925 13.6544 15.7199
C 16.4329 14.2803 14.7975
N 15.7655 15.4241 14.2435
C 14.5340 15.5197 14.8181
S 13.4724 16.8269 14.5636
C 16.3084 16.1262 13.2649
C 16.2957 17.6211 13.4281
C 16.9059 18.3634 12.4807
C 17.3978 17.8132 11.4040
C 17.4250 16.3915 11.1862
N 16.8290 15.5162 12.1828
H 13.3423 14.9794 17.4107
H 14.0045 13.1386 17.3074
H 12.4247 14.2276 15.9981
H 15.7759 12.6075 16.0168
H 17.3473 14.0743 14.1537
H 15.8809 18.0641 14.4300
H 16.8776 19.5364 12.4357
H 17.8223 18.2835 10.7502
H 17.8782 15.7808 10.3906
S 13.6379 18.2358 10.8896
C 14.4249 17.4776 9.4881
S 14.6436 15.7834 9.2162
C 15.0071 18.3648 8.5673
C 15.4844 17.9034 7.3308
N 15.7995 17.4356 6.3405
C 15.1258 19.7297 8.8920
N 15.2088 20.8072 9.2662
C 7.5800 16.6133 13.9814
C 8.9359 16.1575 13.2831
C 9.8701 17.2595 13.0716
C 9.3754 14.8870 13.9706
O 8.4040 15.8131 11.9377
Si 9.4125 15.2032 10.6566
O 10.9530 15.0352 11.0313
O 9.0593 16.1761 9.2977
C 9.7720 16.9171 8.2790
C 10.3596 18.0517 8.9188
C 10.8780 15.6618 7.6748
C 8.4822 16.9983 7.4118
O 8.9203 13.5678 10.4128
C 9.4222 12.5102 9.5204
C 11.0657 12.6372 9.2619
C 9.2412 11.2222 10.4230
C 8.5877 12.4628 8.2460
H 7.7266 17.3848 14.9904
H 7.0359 15.7883 14.0938
H 7.2236 17.0111 12.9299
H 10.8335 17.5847 13.6019
H 9.3830 18.2451 12.9008
H 10.7103 17.3769 11.9610
H 8.8765 14.9294 15.0740
H 10.4891 14.5794 13.5459
H 8.8589 14.1287 13.8496
H 11.2286 17.8953 9.3316
H 9.7554 18.6991 9.2040
H 11.0709 19.0330 8.1619
H 11.4991 15.4846 8.5714
H 11.0940 15.7394 6.5010
H 9.9368 14.9953 7.8364
H 7.7623 17.7012 7.7910
H 8.3115 15.8974 7.0815
H 8.6999 17.8097 6.5494
H 11.1466 12.9467 8.3168
H 11.5782 11.5740 9.1509
H 11.4018 13.4883 10.1085
H 9.8884 11.1018 11.4085
H 8.9275 10.1489 9.8151
H 8.2859 11.4932 11.1114
H 9.0204 12.9602 7.4360
H 7.3878 12.5875 8.5524
H 8.8676 11.4067 7.8724
O 13.8507 12.8999 12.3650
As 13.4310 11.2726 12.3391
C 11.9477 10.7788 13.3391
C 11.4538 11.9096 14.2874
C 10.5720 11.5277 15.3047
C 10.1521 10.2423 15.5984
C 10.5391 9.1687 14.5376
C 11.3784 9.4699 13.5904
C 14.9204 10.3312 13.5128
C 16.1970 10.7131 13.7843
C 17.1295 10.0634 14.6504
C 16.6869 8.7535 15.1638
C 15.3199 8.4258 15.1081
C 14.2946 9.1984 14.2347
C 13.9130 10.0920 10.8705
C 15.0504 10.1536 10.2653
C 15.4644 9.1150 9.3530
C 14.4265 8.6671 8.6053
C 13.0485 8.8317 8.8580
C 12.7721 9.4975 9.9772
H 12.0521 13.0276 14.2056
H 10.5058 12.7621 15.7266
H 9.2104 9.7316 16.4079
H 10.0690 8.3186 14.6882
H 11.8013 9.1352 12.4949
H 16.3238 11.4799 13.2543
H 18.2972 10.3110 14.4463
H 17.2300 7.8755 15.4744
H 15.0130 7.5798 15.5815
H 13.1866 8.9717 13.9870
H 15.9781 10.6476 10.3050
H 16.1660 9.3467 8.7718
H 14.6394 8.0311 7.7654
H 12.0598 8.5933 8.2387
H 11.7700 10.0026 10.3468
S 18.6848 12.4073 11.5230
C 19.0494 12.7482 13.1498
*
```



Below is a cluster of 12 separate species, C7H30O11 in total at a distorted geometry, with properties calculated with wB97M-V/def2-TZVPD.

HOMO in eV: -9.26
Orbital gap in Ha: 0.3383
Max |F| in eV/A: 10.434
Energy above the lowest of the compared OMol25 structures with the same formula, charge and spin in eV: 1.760

Geometry as ORCA input:
```
! wB97M-V def2-TZVPD RIJCOSX def2/J DEFGRID3
* xyz 0 1
C -0.4483 -2.6912 -1.2596
C -1.1022 -1.3645 -1.1558
C -2.3090 -0.9626 -1.6631
C -2.9105 0.2851 -1.4367
C -2.1898 1.3412 -0.9406
C -0.8271 1.0108 -0.6816
C -0.3154 -0.2743 -0.7383
H 0.1770 -2.5915 -2.1253
H 0.0321 -2.9645 -0.3288
H -1.1165 -3.5149 -1.3425
H -2.9264 -1.5819 -2.2030
H -3.9276 0.4456 -1.8498
H -2.7308 2.1337 -0.5340
H -0.2941 1.9473 -0.3247
H 0.7801 -0.5541 -0.4737
H 4.2367 -0.1565 -1.0760
H 3.5851 0.7376 0.0871
O 3.7885 -0.1540 -0.3524
H 0.1131 -3.5428 2.6135
H -0.1219 -4.7515 1.6530
O 0.4239 -4.5138 2.3618
H -0.1845 -2.4751 3.8380
H -0.0320 -1.2428 3.0140
O -0.5901 -2.0623 3.0674
H 2.8122 3.2327 0.8510
H 1.8256 2.2275 0.6767
O 2.5170 2.6264 0.1255
H 2.1675 3.5721 -2.7939
H 1.7286 3.2658 -1.2348
O 1.3287 3.4414 -2.2214
H 1.7741 -2.7099 1.9011
H 2.7495 -1.4374 1.3065
O 2.3856 -1.8635 2.0918
H -3.1138 -0.8861 1.3948
H -2.1444 -1.4885 2.5569
O -2.8061 -0.8892 2.2482
H 1.5708 1.9688 3.1989
H 0.6021 2.0676 2.0625
O 1.1989 2.5208 2.5047
H -0.9583 1.0719 -3.9073
H -1.5169 2.4719 -3.7826
O -1.6691 1.6901 -4.2661
H 0.8647 1.9997 -3.0824
H 1.0369 0.4313 -2.7457
O 0.7365 1.0596 -3.4020
H -1.6651 1.6379 3.3327
H -1.4868 0.3485 2.3648
O -1.0485 1.1376 2.6711
*
```



Below is the molecule C4H9NO, with properties calculated with wB97M-V/def2-TZVPD.

HOMO in eV: -8.30
Orbital gap in Ha: 0.3428
Max |F| in eV/A: 0.644
Energy above the lowest of the compared OMol25 structures with the same formula, charge and spin in eV: 2.912

Geometry as ORCA input:
```
! wB97M-V def2-TZVPD RIJCOSX def2/J DEFGRID3
* xyz 0 1
C -1.7611 0.5692 0.2730
C -1.3029 -0.4408 -0.7749
N -0.0242 -0.1250 -1.4141
C 1.2112 -0.2959 -0.9710
O 1.1548 -0.7638 0.3093
C 2.1861 -0.0513 0.9855
H -2.7663 0.3034 0.6201
H -1.8034 1.5831 -0.1384
H -1.0869 0.5683 1.1339
H -1.2174 -1.4341 -0.3283
H -2.0346 -0.5028 -1.5853
H -0.0471 0.3491 -2.3021
H 2.0874 1.0154 0.7543
H 3.1752 -0.3793 0.6543
H 2.0264 -0.2046 2.0510
*
```



Below is a cluster of 8 separate species, C24H63BO13S2 in total at a distorted geometry, with properties calculated with wB97M-V/def2-TZVPD.

HOMO in eV: -9.71
Orbital gap in Ha: 0.3699
Max |F| in eV/A: 4.359

Geometry as ORCA input:
```
! wB97M-V def2-TZVPD RIJCOSX def2/J DEFGRID3
* xyz 0 1
C 1.2438 4.5400 -1.1191
O 0.1507 5.1400 -1.8197
B -0.7319 4.1897 -2.3537
O -0.6972 3.8242 -3.7082
C -1.8832 3.4979 -1.4221
S -1.3244 2.1511 -0.2795
C -3.1368 2.8866 -2.1721
O -4.0770 3.9864 -2.2452
S -3.6701 5.2404 -1.2420
O -4.7275 5.5931 -0.2692
O -3.2547 6.4340 -1.9929
O -2.2851 4.6246 -0.5810
H 1.8262 5.3453 -0.6273
H 1.9469 3.9777 -1.7649
H 0.9313 3.8456 -0.3131
H 0.1168 4.1672 -4.0868
H -0.8158 2.8239 0.8111
H -2.9849 2.5499 -3.2075
H -3.4608 2.0744 -1.4948
C 1.4908 0.4026 -3.5095
C 2.8048 0.9781 -3.0040
C 3.9156 -0.0574 -3.0565
O 2.6418 1.4363 -1.6618
H 1.1714 -0.4407 -2.8900
H 0.6981 1.1528 -3.4584
H 1.5807 0.0606 -4.5429
H 3.0819 1.8465 -3.6071
H 3.6736 -0.9138 -2.4213
H 4.8516 0.3632 -2.6821
H 4.0771 -0.4135 -4.0770
H 2.3983 0.6794 -1.1187
C 3.4751 -4.6902 -2.5535
C 3.8337 -3.9381 -1.2810
C 3.7114 -4.8322 -0.0571
O 2.9754 -2.8063 -1.1360
H 2.4399 -5.0420 -2.5172
H 3.5585 -4.0344 -3.4227
H 4.1297 -5.5512 -2.7019
H 4.8538 -3.5561 -1.3557
H 2.6841 -5.1887 0.0613
H 3.9627 -4.2777 0.8488
H 4.3731 -5.6972 -0.1316
H 2.0703 -3.1272 -1.0687
C -4.5604 -0.9273 1.4959
C -3.3671 -1.8195 1.7941
C -2.6466 -1.3688 3.0545
O -2.4611 -1.7965 0.6889
H -4.2413 0.1067 1.3304
H -5.0646 -1.2547 0.5831
H -5.2773 -0.9413 2.3173
H -3.7009 -2.8531 1.9115
H -2.2639 -0.3495 2.9394
H -1.7875 -2.0090 3.2553
H -3.3096 -1.3960 3.9191
H -2.1609 -0.8888 0.5772
C 5.7684 2.9644 1.5512
C 4.6851 3.9216 1.0797
C 5.2287 5.3313 0.9026
O 3.6149 3.9383 2.0251
H 6.1666 3.2769 2.5213
H 5.3609 1.9604 1.6823
H 6.5923 2.9160 0.8364
H 4.2697 3.5672 0.1338
H 5.6086 5.7226 1.8511
H 4.4382 6.0081 0.5730
H 6.0364 5.3546 0.1684
H 3.9674 4.2495 2.8642
C -1.8449 -4.7866 4.5759
C -1.5302 -4.0214 5.8532
C -1.6292 -4.9243 7.0731
O -2.4339 -2.9244 5.9954
H -2.8654 -5.1804 4.6019
H -1.7797 -4.1300 3.7081
H -1.1543 -5.6204 4.4343
H -0.5256 -3.5987 5.7902
H -2.6427 -5.3218 7.1796
H -1.4094 -4.3635 7.9833
H -0.9328 -5.7623 7.0028
H -3.3247 -3.2834 6.0527
C -6.3280 2.4790 4.0790
C -6.8085 1.0377 4.1459
C -7.6333 0.7874 5.3990
O -5.6845 0.1567 4.1270
H -5.6884 2.7142 4.9348
H -5.7309 2.6427 3.1802
H -7.1679 3.1761 4.0711
H -7.4066 0.8090 3.2614
H -7.0365 0.9674 6.2980
H -7.9640 -0.2521 5.4387
H -8.5120 1.4345 5.4299
H -5.1461 0.3468 4.9022
C 3.5546 -1.0137 -7.2915
C 2.6240 -1.9638 -6.5536
C 2.9373 -3.4153 -6.8825
O 1.2713 -1.6743 -6.9028
H 3.4440 -1.1255 -8.3739
H 3.3115 0.0235 -7.0519
H 4.5983 -1.1974 -7.0278
H 2.7165 -1.8041 -5.4773
H 2.8060 -3.6076 -7.9513
H 2.2558 -4.0834 -6.3525
H 3.9623 -3.6716 -6.6064
H 1.1752 -1.8107 -7.8501
*
```



Below is the molecule C6H9N, with properties calculated with wB97M-V/def2-TZVPD.

HOMO in eV: -7.08
Orbital gap in Ha: 0.2846
Max |F| in eV/A: 0.494
Energy above the lowest of the compared OMol25 structures with the same formula, charge and spin in eV: 4.637

Geometry as ORCA input:
```
! wB97M-V def2-TZVPD RIJCOSX def2/J DEFGRID3
* xyz 0 1
C 1.7215 -0.6151 0.2222
C 0.4215 0.0634 -0.0836
C -0.5125 -0.1626 -1.1649
C -1.3997 0.9610 -1.3878
C -0.9824 -1.0060 0.4632
C -0.9181 1.8268 -0.4337
N 0.1656 1.3353 0.3203
H 1.9280 -0.6285 1.2986
H 1.7089 -1.6470 -0.1395
H 2.5344 -0.0857 -0.2828
H -0.3961 -1.0236 -1.8215
H -1.5771 -0.2945 1.0320
H -0.3582 -1.6383 1.1034
H -1.6458 -1.6696 -0.0940
H -1.2571 2.8288 -0.1774
H 0.5671 1.7556 1.1455
*
```